[1]
11
Properties=species:S:1:pos:R:3:forces:R:3 method="wB97M-V/def2-TZVPD" relative_energy_kcal_mol=131.4 fmax_ev_per_a=5.15 e_lumo_ev=0.41 homo_ev=-7.67 charge=0 multiplicity=1
C 0.1332 -0.8634 0.3908 -1.905 3.951 -0.802
C 0.3426 -0.2371 -1.0198 -2.425 2.541 3.773
N -1.2314 -0.3346 0.6662 1.095 1.593 0.617
N -1.4530 0.4865 -0.5284 3.564 -2.269 -2.122
Si 1.4470 0.5557 0.3099 -2.401 -1.051 -0.809
H 0.4179 -1.8080 0.6351 0.486 -2.787 0.570
H 0.1374 -0.6998 -1.8996 -0.003 -1.271 -2.533
H -2.0679 -0.8747 0.7471 0.275 -1.196 0.037
H -1.4021 1.4992 -0.4387 0.536 -0.077 1.047
H 0.8197 1.8152 0.5722 0.055 0.835 0.375
H 2.8565 0.4611 0.5652 0.722 -0.269 -0.153

=====

[2]
21
Properties=species:S:1:pos:R:3:forces:R:3 method="wB97M-V/def2-TZVPD" relative_energy_kcal_mol=50.2 fmax_ev_per_a=0.99 e_lumo_ev=-3.62 homo_ev=-13.31 charge=+1 multiplicity=1
C -1.4042 1.0878 -2.0419 -0.583 0.026 -0.357
O -2.2343 0.6191 -3.0752 0.029 -0.151 -0.157
C -0.5201 -0.0991 -1.7263 -0.194 -0.361 0.466
N 0.4887 0.2734 -0.6639 -0.209 0.361 -0.900
H -2.0121 1.3668 -1.1731 0.230 0.060 0.139
H -0.8174 1.9545 -2.3702 0.100 0.007 0.105
H -2.9669 1.2193 -3.2584 0.159 0.039 0.120
H -1.1042 -0.9254 -1.3253 -0.086 0.055 -0.008
H 0.0062 -0.4704 -2.6026 0.139 0.210 -0.008
H 0.0383 0.6264 0.1832 0.026 -0.200 0.084
H 1.0617 1.0306 -1.0439 0.239 -0.068 0.233
H 1.0861 -0.5174 -0.4276 0.031 0.022 0.128
C 0.1850 -1.2057 2.2688 0.358 0.239 -0.186
C 1.5320 -0.5197 2.2962 -0.737 -0.355 0.230
C 2.2540 -0.3491 3.3879 0.234 0.286 -0.047
H 0.1853 -1.9830 1.4997 -0.151 -0.052 -0.009
H -0.0390 -1.6906 3.2143 -0.040 0.056 0.067
H -0.6197 -0.4931 2.0532 -0.107 -0.099 0.027
H 1.8769 -0.1652 1.3327 0.568 0.056 0.092
H 3.2375 0.1014 3.3603 -0.051 0.080 -0.005
H 1.8711 -0.6256 4.3615 0.045 -0.210 -0.014

=====

[3]
89
Properties=species:S:1:pos:R:3:forces:R:3 method="wB97M-V/def2-TZVPD" fmax_ev_per_a=1.89 e_lumo_ev=-1.70 homo_ev=-7.22 charge=0 multiplicity=1
F 1.2729 6.8371 5.1109 -0.414 -0.980 0.401
C 0.9387 5.5535 5.3467 0.224 0.381 -0.224
C -0.3116 5.0709 4.9482 -0.151 0.398 -0.299
F -1.2176 5.9272 4.4330 0.559 -0.572 0.331
C -0.5740 3.7101 5.0435 -0.343 -0.053 0.004
F -1.8138 3.2692 4.7019 1.130 0.403 -0.022
C 0.3986 2.8045 5.4942 -0.123 0.388 0.402
B 0.2375 1.2804 5.3705 0.165 0.008 0.969
C -1.1294 0.5619 5.4294 -0.787 -0.333 -0.249
C -1.9898 0.6730 6.5272 0.245 0.039 -0.039
F -1.6133 1.4175 7.5999 -0.322 -0.381 -0.779
C -3.1853 -0.0273 6.5852 -0.187 0.140 0.574
F -3.9805 0.0616 7.6764 0.491 -0.088 -0.823
C -3.5523 -0.8357 5.5127 -0.448 -0.187 -0.071
F -4.7334 -1.4785 5.5441 0.727 0.317 -0.011
C -2.7126 -0.9821 4.4101 -0.107 -0.156 -0.252
F -3.0758 -1.7756 3.3847 0.187 0.418 0.600
C -1.5033 -0.2979 4.3942 0.123 -0.118 0.186
F -0.6498 -0.5007 3.3562 -0.608 0.248 0.540
C 1.4918 0.3656 5.4153 0.453 -0.296 -0.286
C 1.5524 -0.6786 6.3412 -0.246 0.047 0.364
F 0.5510 -0.8350 7.2571 0.811 0.028 -0.778
C 2.6548 -1.5152 6.4402 0.013 -0.349 0.465
F 2.7229 -2.4618 7.4016 -0.049 0.616 -0.792
C 3.7092 -1.3424 5.5488 0.431 -0.323 -0.029
F 4.7595 -2.1848 5.5937 -0.667 0.657 -0.008
C 3.6941 -0.2997 4.6196 0.218 -0.084 -0.172
F 4.7391 -0.1322 3.7898 -0.545 -0.086 0.430
C 2.5962 0.5478 4.5758 0.030 0.080 0.204
F 2.6230 1.5960 3.7177 -0.068 -0.665 0.369
C 1.5545 3.3555 6.0751 0.148 0.053 0.318
F 2.3720 2.5815 6.8387 -0.412 0.623 -0.951
C 1.8559 4.7074 5.9765 0.304 0.036 0.001
F 3.0224 5.1936 6.4407 -0.777 -0.231 -0.230
C 5.2617 -1.3668 13.8394 0.126 0.041 -0.201
N 5.2431 -1.1951 12.3890 0.713 0.124 0.384
C 5.9800 -2.0916 11.5988 0.553 -0.291 -0.201
C 6.2067 -3.4100 12.0487 -0.015 0.193 -0.407
C 6.9678 -4.2923 11.2776 0.026 0.371 -0.187
C 7.4629 -3.8973 10.0259 -0.052 0.032 0.172
C 7.2221 -2.5965 9.5646 0.007 -0.215 0.460
C 6.5469 -1.6838 10.3722 -0.081 -0.338 0.082
C 4.2955 -0.3338 11.8551 -0.997 0.146 -0.140
C 3.9290 -0.3594 10.4883 0.034 0.244 0.016
C 2.7136 0.1614 10.0771 -0.039 -0.104 0.976
C 1.7715 0.5670 11.0398 0.219 0.415 0.216
C 0.3267 0.6096 10.6236 0.173 1.822 0.467
C -0.7873 0.6761 11.6470 0.225 0.006 0.210
C -1.9985 1.2583 11.2445 0.111 -0.481 0.297
C -3.1933 0.8438 11.8262 0.082 -0.431 0.355
C -3.1775 -0.1697 12.8175 0.478 0.627 -0.280
N -4.3484 -0.8626 13.1889 -0.357 0.557 0.620
C -4.5014 -1.1986 14.5991 0.084 0.100 -0.201
C -5.1512 -1.5431 12.2722 -0.011 -0.531 -0.455
C -6.1187 -2.4666 12.7360 0.140 -0.102 0.098
C -6.7586 -3.3389 11.8563 0.136 0.364 -0.527
C -6.5095 -3.2673 10.4772 -0.023 -0.002 0.176
C -5.6158 -2.3020 9.9933 -0.248 -0.096 0.592
C -4.9551 -1.4430 10.8759 -0.127 -0.266 -0.153
C -1.9433 -0.4586 13.4387 -0.342 -0.179 -0.279
C -0.7483 -0.0524 12.8509 -0.404 0.237 -0.349
C 2.2265 0.8602 12.3348 0.257 -0.182 -0.836
C 3.5120 0.4785 12.7173 0.194 -0.285 -0.182
H 5.4517 -0.4091 14.3338 -0.018 -0.199 -0.010
H 4.3061 -1.7716 14.1901 0.025 0.084 0.091
H 6.0623 -2.0549 14.1193 -0.134 0.249 -0.092
H 5.7672 -3.7432 12.9927 0.217 0.064 -0.402
H 7.1707 -5.2918 11.6671 -0.085 0.263 -0.213
H 8.0597 -4.5895 9.4283 -0.276 0.185 0.160
H 7.5715 -2.2734 8.5833 0.058 -0.129 0.306
H 6.4373 -0.6551 10.0315 0.123 -0.305 0.217
H 4.5556 -0.8255 9.7363 -0.264 0.125 0.266
H 2.4966 0.2129 9.0108 -0.248 -0.319 0.222
H 0.1869 1.4283 9.8986 -0.097 -0.265 0.025
H 0.1525 -0.3082 10.1179 -0.249 -0.823 -0.789
H -1.9941 1.9758 10.4206 -0.092 -0.310 0.154
H -4.1424 1.2448 11.4675 0.229 -0.199 0.140
H -5.5480 -1.1073 14.8956 0.139 0.093 0.065
H -4.1736 -2.2249 14.8049 -0.022 0.030 0.087
H -3.9081 -0.4990 15.1896 -0.132 -0.114 -0.047
H -6.3393 -2.5483 13.8050 0.139 -0.058 -0.570
H -7.4528 -4.0840 12.2522 0.188 0.286 -0.136
H -7.0154 -3.9530 9.7911 0.217 0.265 0.253
H -5.4233 -2.2252 8.9213 -0.050 0.033 0.326
H -4.2609 -0.7162 10.4641 -0.132 -0.285 0.129
H -1.9154 -1.0942 14.3269 0.001 0.139 -0.344
H 0.2010 -0.3477 13.3048 -0.381 -0.087 -0.337
H 1.5697 1.3755 13.0372 0.221 -0.203 -0.158
H 3.8811 0.7497 13.7054 -0.239 -0.274 -0.210

=====

[4]
144
Properties=species:S:1:pos:R:3:forces:R:3 method="wB97M-V/def2-TZVPD" relative_energy_kcal_mol=20.2 fmax_ev_per_a=0.99 e_lumo_ev=-0.06 homo_ev=-6.76 charge=0 multiplicity=1
Ti -0.2629 -0.7797 0.3646 0.251 0.938 0.173
C 6.4728 -2.2101 1.8111 -0.003 -0.018 0.055
C 5.7006 -1.9767 3.1110 0.006 0.035 -0.035
C 6.2918 -0.7401 3.8023 -0.037 -0.014 -0.021
C 5.8978 -3.2043 4.0087 0.015 -0.014 -0.012
C 4.2075 -1.7578 2.8632 -0.055 0.038 -0.005
C 3.6590 -1.7670 1.5801 0.118 -0.016 0.044
C 2.3029 -1.5538 1.4188 -0.269 0.024 -0.083
N 1.5360 -1.5663 0.2513 0.278 -0.086 0.000
C 1.8816 -2.1942 -0.9474 -0.186 0.042 0.088
C 2.9173 -3.0759 -1.2086 0.143 0.025 0.040
C 3.0321 -3.6573 -2.4695 -0.055 0.027 -0.013
C 2.0745 -3.3504 -3.4263 0.097 -0.053 0.056
C 0.9771 -2.5158 -3.1912 -0.166 -0.002 0.002
C 0.8965 -1.9487 -1.9227 0.072 0.113 -0.126
O -0.0950 -1.1484 -1.4579 -0.054 -0.047 -0.056
C -0.0452 -2.3621 -4.3271 0.061 -0.020 0.028
C -1.2440 -1.4812 -3.9876 -0.014 -0.017 0.040
C 0.6503 -1.7396 -5.5466 -0.003 -0.013 0.012
C -0.5911 -3.7508 -4.6928 0.025 0.013 -0.014
C 4.1612 -4.6299 -2.8127 0.008 0.004 -0.013
C 4.9581 -4.0900 -4.0080 -0.009 0.006 0.013
C 5.1318 -4.8257 -1.6460 -0.021 -0.011 -0.042
C 3.5664 -5.9976 -3.1752 0.007 0.020 0.015
C 1.4887 -1.2425 2.5248 -0.026 -0.148 -0.052
O 0.2229 -0.9296 2.1646 -0.148 -0.581 0.161
C 1.9839 -1.3009 3.8203 -0.008 0.106 0.099
C 3.3578 -1.5501 3.9414 0.022 0.003 -0.029
C 1.1675 -1.0699 5.0997 -0.012 -0.012 -0.047
C -0.3521 -1.1411 4.8944 0.030 0.092 0.002
C 1.5231 -2.1468 6.1369 0.001 0.027 -0.002
C 1.5233 0.3131 5.6620 -0.037 0.002 0.015
H 7.5291 -2.3621 2.0395 0.016 -0.003 -0.001
H 6.3978 -1.3556 1.1373 -0.007 0.018 -0.021
H 6.1151 -3.0986 1.2872 -0.008 -0.013 -0.023
H 7.3587 -0.8808 3.9867 0.032 -0.004 0.005
H 5.8057 -0.5477 4.7590 -0.006 0.005 0.017
H 6.1635 0.1442 3.1758 0.004 0.020 -0.001
H 6.9618 -3.3713 4.1902 0.018 -0.015 0.010
H 5.4856 -4.0961 3.5331 -0.001 -0.017 -0.002
H 5.4064 -3.0828 4.9740 -0.011 0.011 0.019
H 4.2872 -1.9030 0.7162 0.009 -0.013 -0.021
H 3.6126 -3.3317 -0.4282 0.012 0.006 0.014
H 2.1645 -3.8057 -4.4040 -0.003 0.000 -0.022
H -0.9397 -0.4636 -3.7571 -0.017 0.013 -0.001
H -1.8027 -1.8650 -3.1339 -0.007 0.008 -0.004
H -1.9130 -1.4472 -4.8514 -0.017 0.007 -0.020
H 1.0308 -0.7454 -5.3040 0.003 0.018 0.001
H -0.0589 -1.6416 -6.3722 -0.014 0.001 -0.017
H 1.4879 -2.3454 -5.8914 0.019 -0.010 -0.012
H -1.0900 -4.2002 -3.8313 -0.009 -0.012 0.014
H 0.1981 -4.4293 -5.0150 -0.002 -0.016 -0.008
H -1.3172 -3.6657 -5.5046 -0.013 0.004 -0.014
H 5.3918 -3.1171 -3.7709 0.010 0.011 -0.004
H 4.3289 -3.9700 -4.8902 -0.009 0.000 -0.008
H 5.7681 -4.7766 -4.2632 0.020 -0.011 -0.006
H 5.6072 -3.8861 -1.3592 0.009 0.020 0.015
H 5.9187 -5.5219 -1.9422 0.007 0.000 0.001
H 4.6311 -5.2426 -0.7706 -0.006 -0.008 0.022
H 2.8983 -5.9288 -4.0344 -0.006 0.006 -0.007
H 2.9958 -6.4006 -2.3367 -0.010 -0.012 0.008
H 4.3632 -6.7029 -3.4215 0.009 -0.023 -0.007
H 3.7849 -1.5636 4.9351 0.000 0.000 0.021
H -0.6425 -2.0532 4.3716 -0.013 -0.012 -0.012
H -0.7347 -0.2849 4.3399 0.026 -0.036 0.004
H -0.8389 -1.1302 5.8722 0.005 -0.025 0.020
H 1.3610 -3.1441 5.7248 -0.012 -0.024 0.008
H 0.8887 -2.0322 7.0177 -0.005 0.006 0.013
H 2.5580 -2.0809 6.4700 0.017 -0.016 -0.003
H 1.2912 1.0887 4.9298 0.003 0.021 -0.004
H 2.5866 0.3787 5.8997 0.015 0.004 -0.002
H 0.9508 0.5173 6.5711 -0.003 0.001 0.007
N -3.2151 -0.4161 2.4480 0.018 0.043 -0.065
C -3.3603 0.9936 2.0797 -0.016 -0.108 0.055
C -2.5041 1.4045 0.8943 0.143 0.177 0.062
O -2.5478 2.5305 0.4562 -0.013 -0.081 -0.038
O -1.7019 0.4715 0.4233 -0.171 -0.477 -0.074
H -3.7980 -0.6139 3.2524 0.002 0.005 0.001
H -2.2590 -0.6034 2.7356 -0.018 -0.012 0.010
H -3.1065 1.6971 2.8806 0.003 0.018 -0.023
H -4.3967 1.1802 1.7920 -0.005 0.038 0.019
C 2.1802 5.6271 5.2264 0.005 -0.043 -0.005
C 1.8543 4.1457 5.0979 0.016 0.038 -0.004
N 0.4240 3.8766 5.1612 0.026 0.028 -0.006
C -0.2264 4.0206 6.4621 -0.047 -0.002 0.012
C -1.2281 5.1660 6.4971 0.035 -0.028 -0.008
C -0.2935 3.2630 4.1845 0.002 0.002 -0.007
O -1.4173 2.8254 4.3922 -0.052 -0.041 0.010
C 0.3212 3.1098 2.8257 0.028 0.022 -0.013
C 0.8509 4.1430 2.0666 0.017 -0.032 0.005
C 1.3315 3.8416 0.8066 0.003 0.002 0.019
C 1.2723 2.5325 0.3482 0.200 -0.220 -0.104
N 0.7492 1.5315 1.0606 -0.195 0.124 0.004
C 0.2767 1.8456 2.2674 0.019 -0.066 0.062
H 3.2584 5.7821 5.1823 0.014 0.005 0.007
H 1.8214 6.0252 6.1762 -0.002 0.022 0.007
H 1.7158 6.2006 4.4237 -0.005 0.007 -0.005
H 2.3407 3.5904 5.9072 -0.011 -0.008 -0.024
H 2.2476 3.7473 4.1655 0.002 -0.003 0.024
H 0.5608 4.1813 7.2002 0.008 -0.018 -0.002
H -0.7298 3.0816 6.6997 0.017 0.014 0.006
H -0.7404 6.1167 6.2791 0.000 0.019 0.000
H -1.6876 5.2325 7.4837 -0.012 0.009 0.010
H -2.0137 4.9992 5.7626 -0.013 -0.005 -0.009
H 0.8765 5.1566 2.4476 0.000 0.004 0.000
H 1.7463 4.6098 0.1697 0.008 -0.003 -0.027
H 1.6279 2.2711 -0.6372 -0.015 0.039 0.007
H -0.1611 1.0403 2.8359 -0.036 -0.007 0.011
N 0.3261 1.7850 -2.3269 -0.093 -0.033 -0.141
S -0.5713 2.9032 -2.9527 0.028 -0.023 -0.088
C -0.3225 2.9368 -4.7430 -0.037 0.004 0.048
C 0.6191 3.8350 -5.2196 0.038 0.033 -0.010
C 0.9480 3.8406 -6.5681 0.003 0.006 0.007
C 0.3375 2.9443 -7.4319 -0.039 -0.036 0.026
C -0.6053 2.0440 -6.9488 0.039 0.034 -0.051
C -0.9401 2.0398 -5.6049 -0.039 -0.044 0.017
C -2.3169 2.4581 -2.9899 0.063 0.035 0.026
C -3.2226 3.3835 -3.4857 -0.098 -0.018 -0.007
C -4.5729 3.0750 -3.4908 0.008 0.023 -0.007
C -5.0074 1.8509 -2.9968 0.022 -0.036 0.015
C -4.0905 0.9417 -2.4902 -0.032 0.033 -0.017
C -2.7365 1.2472 -2.4771 0.041 0.015 0.018
H 0.2186 0.8863 -2.7937 -0.030 -0.024 0.006
H 1.0964 4.5233 -4.5330 0.014 0.013 0.004
H 1.6802 4.5436 -6.9426 0.007 0.009 0.002
H 0.5936 2.9460 -8.4829 0.003 0.001 -0.017
H -1.0828 1.3450 -7.6230 -0.004 -0.007 -0.007
H -1.6844 1.3469 -5.2306 0.025 0.007 -0.003
H -2.8771 4.3369 -3.8670 0.012 0.019 -0.014
H -5.2880 3.7912 -3.8734 -0.008 0.004 -0.005
H -6.0630 1.6128 -2.9976 -0.011 -0.001 0.001
H -4.4348 -0.0047 -2.0912 -0.008 -0.021 0.011
H -2.0085 0.5738 -2.0457 0.032 -0.008 0.004
I 0.2403 -4.3787 1.7671 -0.074 -0.056 -0.069
C -1.3700 -3.8877 0.5342 0.253 0.315 0.199
C -2.1486 -4.9112 0.0167 -0.069 -0.039 -0.045
C -3.2369 -4.5853 -0.7710 0.024 0.001 0.021
C -3.5299 -3.2486 -0.9913 0.006 -0.065 0.064
C -2.7052 -2.2987 -0.4305 -0.033 0.171 0.002
N -1.6205 -2.5946 0.3069 -0.068 -0.142 -0.169
H -1.8952 -5.9385 0.2305 0.017 0.007 0.010
H -3.8500 -5.3675 -1.1985 -0.013 -0.007 -0.005
H -4.3796 -2.9444 -1.5853 0.009 0.021 0.004
H -2.8909 -1.2415 -0.5650 -0.025 -0.025 -0.020